1.
10
Properties=species:S:1:pos:R:3:forces:R:3 method="wB97M-V/def2-TZVPD" e_tot_ev=-3303.380 fmax_ev_per_a=3.03 charge=+1 lumo_ev="-4.319 / -5.901" homo_energy_ev="-15.278 / -10.791" homo_lumo_gap_ev="10.96 / 4.89" molar_mass_g_mol=43.89 relative_energy_kcal_mol=125.0
B 2.853709 0.159959 0.094167 -1.3239 -0.7326 -0.6874
C -0.618537 -0.529645 -0.637110 -2.6934 1.3478 -0.3058
N -1.536222 0.263830 0.313861 -0.3026 0.0507 -1.3052
H 1.777970 0.200472 0.524795 -0.1121 0.2794 0.5883
H 3.912276 0.524276 0.010959 1.3689 0.5412 0.1676
H -0.085846 -1.300910 -0.220161 1.2340 -1.4426 1.1719
H -1.115849 -0.684564 -1.572597 0.1845 0.1398 -0.5034
H -1.527274 -0.159094 1.271620 0.1295 0.8704 -0.7831
H -2.597131 0.306539 -0.025127 2.8743 0.0451 0.7641
H -1.063098 1.219133 0.239597 -1.3592 -1.0993 0.8929

2.
57
Properties=species:S:1:pos:R:3:forces:R:3 method="wB97M-V/def2-TZVPD" e_tot_ev=-100156.168 fmax_ev_per_a=3.38 charge=+2 lumo_ev="-7.964 / -7.236" homo_energy_ev="-14.311 / -14.338" homo_lumo_gap_ev="6.35 / 7.10" molar_mass_g_mol=474.21 multiplicity=3
C 0.948304 -0.282757 -6.233171 -0.2105 -0.0132 -0.5065
C 1.207512 -0.124216 -4.770928 3.0116 1.3182 0.7938
H 1.831929 -0.211601 -6.901841 -0.2740 0.1428 0.9564
H 0.226325 0.504201 -6.523615 0.1979 -0.4075 0.1120
H 0.485910 -1.255150 -6.404563 -0.1917 0.0833 -0.0173
O 2.199236 0.272165 -4.198284 -2.8082 -1.2340 -1.1687
Cl -0.310216 -0.506881 -3.760498 0.5052 0.7127 -0.3783
V -0.277345 -0.213117 -0.850939 -1.1959 -0.0831 -2.0773
P -0.123112 2.222777 -1.009780 -0.2934 1.9853 -0.7923
C 1.106029 3.383193 -0.314085 0.0647 -0.3947 0.3243
C 0.089039 2.599526 -2.785589 0.2333 -0.1922 -0.1882
H 0.157226 3.695290 -2.890637 -0.0546 -0.4412 -0.0116
H -1.663599 4.035439 -1.313499 -0.1271 -0.2464 0.3049
H -0.780154 2.221244 -3.345147 0.4130 0.1519 0.1090
H -2.546382 2.464324 -1.125752 0.2497 0.3975 0.2047
H 2.108769 2.950833 -0.446473 -0.2025 0.2884 0.1463
H 1.025581 2.134669 -3.138142 -0.4475 0.2751 -0.0540
C -1.731234 3.097973 -0.741508 0.2749 -0.4718 0.2823
H 1.036694 4.320314 -0.879289 0.0106 -0.1820 0.2341
H -1.866026 3.300765 0.332507 -0.1319 0.0773 -0.4660
H 0.897951 3.562250 0.752611 0.2257 0.0724 -0.4099
P 0.142624 -2.561122 -0.808497 0.1014 -1.8055 -0.3403
C 1.527797 -3.301018 0.105271 -0.0738 0.1868 0.0534
C -1.370891 -3.477551 -0.322112 0.1673 0.2731 0.1577
H -0.379351 -2.709032 -3.100621 0.5006 -0.7264 0.1464
H 0.334885 -4.267592 -2.538753 0.1605 0.2576 0.0869
H 1.393584 -2.817611 -2.829567 -0.2605 -0.2241 -0.1217
C 0.412002 -3.173914 -2.489905 -0.3113 0.1441 -0.2137
H -2.216944 -3.104199 -0.915497 0.2490 -0.1879 0.2171
H -1.183599 -4.537720 -0.547097 -0.1439 0.2744 0.1824
H 1.511963 -4.382711 -0.096137 0.1333 0.3285 0.1635
H 1.434910 -3.106362 1.179653 0.1787 -0.2341 -0.3639
H -1.580404 -3.338382 0.747917 -0.0352 -0.1575 -0.3517
H 2.456486 -2.856639 -0.281527 -0.1643 -0.2530 0.2111
Cl -2.381826 -0.308413 -1.534437 0.4135 -0.0548 0.7463
C 0.999135 0.019020 4.344247 -0.3233 -0.0212 0.0398
N 0.974009 1.176865 3.440932 0.2627 -0.1941 -0.3120
C -0.316672 1.879147 3.561226 -0.1068 -0.1678 0.4027
N -1.477754 0.988395 3.361723 -0.1199 0.1225 0.1468
C -1.386189 -0.155589 4.270989 0.1767 -0.1429 0.0868
N -0.125066 -0.917030 4.107274 -0.0957 0.3686 -0.5133
C -0.038824 -1.561645 2.785738 -0.1191 -0.0724 0.3615
P -0.101504 -0.262504 1.433063 -0.1699 -0.0479 1.0347
C 1.310379 0.785030 2.064625 -0.1028 0.8880 0.5005
C -1.694119 0.582457 1.979790 0.3885 0.5220 0.8024
H 0.906185 0.405327 5.372389 0.1122 -0.3042 -0.3389
H 1.949321 -0.515841 4.221112 -0.1922 0.1587 0.1313
H -0.367938 2.744587 2.877184 0.0631 -0.4264 0.1578
H -0.376144 2.266398 4.596997 0.0158 -0.1530 -0.5437
H -2.236187 -0.830533 4.080466 0.2486 0.2736 0.2492
H -1.409631 0.232476 5.306610 -0.1016 -0.3350 -0.4796
H 0.906678 -2.118229 2.724733 -0.2769 0.2122 0.0654
H -0.874391 -2.270553 2.633782 0.3427 0.3117 0.2321
H 1.470872 1.703414 1.473106 -0.2381 -0.5418 0.1587
H 2.280988 0.240097 2.035840 -0.7516 0.0580 0.0722
H -2.566744 -0.093218 1.907390 0.5822 0.0348 -0.0391
H -1.950066 1.472958 1.400697 0.2404 -0.2033 -0.1868

3.
47
Properties=species:S:1:pos:R:3:forces:R:3 method="wB97M-V/def2-TZVPD" e_tot_ev=-38422.222 fmax_ev_per_a=17.71 lumo_ev=-1.189 homo_energy_ev=-8.193 homo_lumo_gap_ev=7.00 molar_mass_g_mol=345.47 relative_energy_kcal_mol=455.5
C 2.485926 0.618780 -3.164140 -7.0374 0.5224 -6.4968
C 1.953184 -0.531432 -2.581678 5.2833 -0.2559 9.1492
C 0.766983 -1.074208 -2.901938 -6.4873 -4.4915 0.3795
O 1.751007 -0.167374 -1.044573 0.4637 -0.8652 0.1200
C 2.933058 -0.002131 -0.130962 -2.1732 5.7627 -5.0896
C 3.858230 -1.151751 0.132871 -3.2736 8.7263 7.6589
C 3.134657 -1.965168 1.113204 13.2790 7.6424 8.5963
N 2.126428 -2.525043 0.786498 -13.2312 -4.8789 -3.6533
C 0.786917 -1.892731 0.762060 6.8108 -0.8871 4.0506
N -0.019156 -2.695583 0.221298 -9.8908 -0.9324 -5.1829
C -1.368807 -2.180303 0.037825 8.8601 3.0334 6.9519
C -1.602217 -0.978355 0.996877 -10.9049 -7.9035 -11.5008
C -0.752151 -0.572487 1.711791 15.2740 3.3448 7.2300
N 0.658190 -0.956773 1.659758 -4.0456 0.9028 -0.5166
C -0.937795 0.618883 2.419319 4.1570 1.6037 9.7855
C -1.830216 1.545046 1.868585 1.8360 6.5218 -2.2645
C -0.973631 2.174110 0.557908 -8.3044 -4.6792 0.2873
C 0.051500 2.926228 0.443436 2.5880 0.2696 1.3794
C 0.385534 2.975435 -0.901823 3.6286 3.6609 -5.6059
C -0.448618 2.473889 -1.941701 0.5514 0.4214 5.3403
S -1.739976 1.688979 -0.998416 1.2853 0.8861 -0.1665
C -3.185594 0.994628 1.566869 4.8131 1.5215 -8.2800
C -2.867779 -0.331690 0.984731 -9.1579 -4.6784 -5.5162
O -4.067236 -1.125017 0.212997 6.9540 4.5691 4.4768
H 3.372475 0.917161 -2.955402 5.7004 1.8094 1.6392
H 1.668787 1.381528 -3.035346 1.2136 -0.1202 -0.2699
H 2.428407 0.285877 -4.309792 0.5435 1.2942 1.7657
H 2.726184 -1.271322 -2.412400 0.2677 -0.6931 -0.7288
H 0.956215 -1.363812 -3.864797 -0.3696 -1.3693 -3.0299
H -0.099227 -0.449054 -2.936155 -0.3612 0.9871 0.1058
H 0.353386 -2.045728 -2.302301 1.6621 2.3161 -1.2490
H 3.551694 0.800425 -0.822819 -0.9099 -1.4010 1.9545
H 2.327693 0.728003 0.632465 2.3344 -2.4667 -0.8508
H 4.681835 -0.462177 0.421391 0.3272 -1.5049 0.7852
H 4.096623 -1.615247 -0.609393 2.6691 -5.2346 -8.9110
H 2.964509 -1.306714 2.056302 0.2463 -0.6739 -1.2978
H 3.977312 -2.554591 1.465912 -0.2171 -1.5230 0.7031
H 2.338334 -3.261589 0.188412 -1.2218 -1.6892 -1.6208
H -2.127373 -2.645846 -0.379024 -3.2775 -2.3593 -2.3574
H -1.210935 0.509936 3.684883 0.0314 -0.6161 -3.3195
H 0.135123 1.125027 2.815347 -2.5537 -1.2877 -1.9512
H -1.799639 2.468986 2.531611 -0.7518 -1.1017 -0.6123
H 0.549336 3.089851 1.412608 0.5556 0.7800 -1.0577
H 1.345081 3.688698 -1.258398 -2.5310 -2.1276 0.9620
H -0.372071 2.642163 -2.993523 -0.0859 -0.1952 -0.2468
H -3.584445 0.950579 2.387614 -4.7229 -1.2840 9.0093
H -3.765350 1.791701 1.044985 0.1733 -1.3563 -0.5541